(1)
C38H47N5O2SSeSiTa | the ωB97M-V functional and the def2-TZVPD basis

XYZ file:
```
96
Properties=species:S:1:pos:R:3:forces:R:3:lowdin_charge:R:1
Ta 0.0412 -0.6111 -0.2385 -1.02 0.19 0.18 1.55
Se 2.0042 -1.4960 0.7060 0.17 0.00 -0.29 0.48
S -0.8148 -0.6790 -3.5603 0.27 0.01 -0.38 1.06
Si 3.7649 -3.2655 1.8781 -0.62 0.40 -0.28 0.53
O -1.9684 -1.7337 0.4632 0.68 0.54 -0.43 -0.13
O 0.0684 -0.1381 -2.3953 -0.20 -0.34 0.92 -0.68
N 1.6016 1.3383 -0.7752 -0.75 -0.51 -0.05 0.00
N -0.5396 -0.7121 2.3167 0.34 -0.16 -0.49 -0.01
N -0.3072 1.7377 1.1866 0.04 -0.26 -0.43 -0.21
N -2.0140 0.7333 -0.6610 0.03 -0.51 -0.10 0.01
N -3.1874 -3.6171 0.5672 0.03 0.22 0.10 0.26
C -1.0490 0.6703 -4.7979 -0.01 0.21 0.12 -0.21
C 3.9030 -0.7416 -4.0955 0.02 -0.03 0.01 -0.07
C -0.9160 -3.6718 -0.3225 0.16 -0.28 -0.20 -0.17
C -0.2396 -2.6736 -1.2390 0.23 0.99 0.34 -0.32
C 1.7754 2.3071 0.1393 0.31 -0.08 -0.17 -0.29
C 2.6384 -1.2431 -3.8236 0.03 -0.16 -0.13 -0.07
C -3.0215 0.1184 -1.3135 0.15 0.16 0.11 -0.15
C 2.5682 -4.6477 1.8691 -0.13 -0.29 0.01 -0.20
C 3.2074 -0.1881 -6.3309 -0.03 -0.01 -0.01 -0.05
C -4.2154 0.7407 -1.6101 -0.02 -0.04 -0.05 -0.01
C 2.5147 3.4426 -0.1214 0.15 0.04 0.11 0.02
C -4.4082 2.0444 -1.1760 -0.01 0.13 0.00 0.00
C -0.9874 -1.0581 5.0404 -0.04 0.05 0.08 -0.01
C 0.2876 -1.7824 -4.5147 0.11 0.04 0.05 -0.24
C -3.3779 2.6820 -0.5038 -0.16 0.07 -0.08 0.01
C 4.1889 -0.2100 -5.3481 -0.04 0.05 0.02 -0.05
C 2.1750 1.4917 -1.9766 -0.01 -0.02 0.12 -0.10
C -0.8548 0.3187 3.0901 0.04 -0.17 0.23 -0.24
C -0.6804 -2.1462 4.2306 -0.02 -0.09 0.03 -0.02
C -2.1906 2.0066 -0.2873 0.01 -0.13 -0.11 -0.28
C 3.1104 3.5923 -1.3641 0.02 0.15 -0.05 0.00
C 0.8303 3.9255 -5.2178 0.06 0.00 -0.03 -0.05
C -2.0754 -2.9664 0.2705 -0.28 -0.18 0.10 -0.51
C 1.9427 -0.6942 -6.0606 0.00 -0.05 0.00 -0.04
C -0.4975 2.0405 -4.5156 0.14 -0.09 0.17 -0.26
C -0.4580 -1.9247 2.8922 0.04 0.01 -0.04 -0.17
C 2.9291 2.5996 -2.3076 0.13 0.01 0.00 -0.01
C 0.4553 2.5952 -5.3630 0.00 -0.04 -0.01 -0.02
C -1.0003 2.6791 0.3107 0.03 0.13 -0.03 -0.11
C -1.0491 1.6375 2.4320 -0.10 -0.07 0.03 -0.11
C -0.6477 4.1393 -3.3347 -0.01 -0.02 0.00 -0.06
C 5.0701 -3.2554 0.6111 0.21 0.07 -0.22 -0.19
C -1.0694 0.1888 4.4583 0.00 0.01 0.11 0.02
C 0.2781 4.7000 -4.2095 -0.01 0.00 0.08 -0.06
C 4.0179 -2.3882 3.4528 0.10 0.20 0.21 -0.19
C 1.6471 -1.2215 -4.8041 -0.02 0.14 -0.04 -0.27
C 1.0827 2.1174 1.4379 0.01 0.08 0.30 -0.13
C -1.0370 2.8182 -3.4934 -0.08 -0.03 0.01 -0.05
H -0.2507 -3.9792 0.4901 0.00 -0.03 0.01 0.10
H 1.1544 3.0291 2.0389 -0.04 0.05 0.00 0.14
H -2.8581 -0.9130 -1.5959 -0.02 0.07 0.01 0.09
H 5.4827 -2.2543 0.4705 0.04 -0.06 0.04 0.05
H 5.8842 -3.9160 0.9382 -0.05 0.06 -0.04 0.07
H 1.7131 -4.4274 2.5105 0.04 -0.04 0.02 0.03
H 0.5421 5.7472 -4.1206 0.01 -0.07 0.01 0.12
H -0.8927 -2.5166 -2.1016 -0.05 -0.16 0.09 0.01
H -2.1134 1.7413 2.2154 -0.08 0.02 0.00 0.15
H -3.9681 -3.1285 0.9788 -0.02 0.03 0.04 0.14
H 1.5512 1.3081 2.0008 0.05 -0.02 0.09 0.11
H 4.6729 -0.7792 -3.3323 -0.04 0.01 -0.06 0.12
H -1.2260 -4.5765 -0.8494 0.01 -0.06 0.06 0.14
H -1.0993 4.7532 -2.5629 0.01 -0.03 -0.03 0.11
H 3.0904 -2.3153 4.0224 0.03 -0.04 0.01 0.04
H -0.3458 2.9677 -0.5085 0.07 0.08 -0.10 0.12
H 4.7490 -2.9434 4.0550 -0.05 0.06 -0.02 0.07
H -1.2924 3.5935 0.8347 0.00 0.04 0.05 0.15
H -1.8117 2.3961 -2.8588 0.04 0.05 -0.04 0.09
H 3.6930 4.4773 -1.5915 -0.03 -0.05 0.02 0.13
H -0.2851 -1.9908 -5.4224 0.00 -0.04 0.05 0.12
H -2.1354 0.7265 -4.8771 -0.03 -0.09 -0.02 0.11
H 1.1972 -0.7219 -6.8507 0.05 0.02 0.05 0.12
H 5.1793 0.1724 -5.5649 -0.05 -0.04 0.01 0.12
H -3.2767 -4.6070 0.4156 0.03 -0.08 -0.03 0.14
H 4.4120 -1.3828 3.2910 0.05 -0.06 0.03 0.05
H -4.9816 0.2107 -2.1608 0.02 0.00 0.07 0.13
H 3.3687 2.6692 -3.2916 -0.01 -0.02 -0.04 0.12
H 1.5319 4.3651 -5.9171 -0.02 -0.04 0.05 0.12
H 2.4266 -1.6793 -2.8522 0.01 0.01 0.00 0.10
H 2.0250 0.7000 -2.6880 -0.01 0.08 -0.01 0.07
H -0.6501 0.2734 -5.7297 0.00 0.00 0.03 0.09
H -3.4846 3.7035 -0.1601 0.00 -0.04 0.00 0.14
H -0.1887 -2.7427 2.2358 -0.01 0.04 0.09 0.06
H 4.7009 -3.6212 -0.3485 0.03 -0.04 0.05 0.05
H 2.6256 4.1987 0.6475 -0.03 -0.05 -0.07 0.13
H 3.4297 0.2044 -7.3162 0.00 -0.04 0.06 0.12
H -0.6147 -3.1475 4.6382 0.01 0.06 -0.05 0.12
H 2.2163 -4.8539 0.8566 0.06 -0.05 0.03 0.04
H -1.1617 -1.1860 6.1018 0.02 0.01 -0.05 0.13
H -0.7813 2.4424 3.1212 -0.01 0.11 0.00 0.15
H 3.0507 -5.5565 2.2499 -0.05 0.04 -0.02 0.07
H 0.3423 -2.6940 -3.9207 -0.05 0.00 -0.04 0.09
H -5.3435 2.5589 -1.3618 0.05 -0.03 0.00 0.13
H 0.8732 2.0052 -6.1704 -0.01 0.01 0.03 0.11
H -1.2965 1.0689 5.0491 -0.02 -0.07 -0.04 0.14
H 0.7081 -3.0742 -1.5865 0.07 0.09 -0.16 0.05
```
Forces are in eV/Å.

E_tot: -137305.842 eV
ΔE to the lowest compared entry with this formula, charge and spin: 39.18 kcal/mol
Charge: +3
Kohn-Sham gap: 7.3288 eV
E_HOMO: -15.9 eV
M: 925.89 g mol⁻¹


(2)
C3H9N2O | the ωB97M-V functional and the def2-TZVPD basis

XYZ file:
```
15
Properties=species:S:1:pos:R:3:forces:R:3:lowdin_charge:R:1
O 0.5623 -2.9669 0.5632 -3.47 -3.46 0.00 0.19
N -0.4511 -0.9344 0.6073 -0.22 -1.01 0.60 0.13
N -0.0673 1.1730 -0.9179 -1.81 -0.04 -2.19 -0.10
C -0.4552 -2.2091 0.7502 0.53 0.86 -0.34 -0.23
C 0.0096 2.3192 -0.0975 -0.46 1.51 3.47 -0.08
C 0.5586 0.0557 -0.6957 -0.39 1.28 0.78 -0.02
H -1.3195 -2.7968 0.9823 -0.61 -0.06 0.36 0.16
H 0.4868 -0.6860 -1.4170 -0.01 -1.27 -1.17 0.11
H 1.3888 -2.6379 0.5225 4.40 2.34 -0.30 0.08
H -0.9666 2.8989 -0.1004 1.09 -0.97 0.05 0.12
H 0.7738 3.0707 -0.3343 0.07 -0.53 -0.33 0.09
H -1.3662 -0.6675 0.9418 -0.24 1.18 -0.36 0.12
H 0.2197 1.9594 1.0047 -0.51 0.87 -1.98 0.13
H -0.8495 1.1517 -1.5773 0.46 0.01 0.32 0.17
H 1.4757 0.2700 -0.2319 1.16 -0.72 1.10 0.12
```
Forces are in eV/Å.

E_tot: -8276.427 eV
ΔE to the lowest compared entry with this formula, charge and spin: 61.05 kcal/mol
Charge: +1
Kohn-Sham gap: 11.1754 eV
E_HOMO: -14.7 eV
M: 89.12 g mol⁻¹


(3)
C3H6IN4 | the ωB97M-V functional and the def2-TZVPD basis

XYZ file:
```
14
Properties=species:S:1:pos:R:3:forces:R:3:lowdin_charge:R:1
I 3.7374 -0.5789 -0.2296 0.12 -0.20 0.18 1.04
N 0.7860 -2.2098 0.0541 0.68 -0.45 -1.85 0.11
N -0.8164 1.0759 0.0755 2.60 -1.09 0.05 -0.24
N -2.1451 1.1623 0.3156 -2.59 -2.17 0.21 0.11
N 0.7828 -0.7715 -0.2645 1.59 0.01 1.44 -0.26
C 1.8679 -0.1319 -0.7727 -0.91 1.24 -0.27 -0.56
C -0.3900 -0.2451 0.0208 -0.98 0.75 -0.54 -0.02
C -0.0205 2.1030 -0.1269 2.00 -2.04 -0.32 0.22
H -0.5068 2.9958 -0.4393 -0.81 0.84 0.04 0.05
H 1.1605 -2.5741 -0.8370 -0.80 -0.32 0.12 0.11
H -1.1803 -0.9511 -0.0362 -0.59 -0.55 0.58 0.15
H -2.3547 2.0779 0.5331 -0.73 2.32 0.45 0.08
H 1.5867 -2.4974 0.6367 -0.34 1.16 0.59 0.08
H -2.5075 0.5448 1.0704 0.76 0.50 -0.70 0.15
```
Forces are in eV/Å.

E_tot: -17253.656 eV
ΔE to the lowest compared entry with this formula, charge and spin: 139.70 kcal/mol
Charge: +1
Kohn-Sham gap (spin up / spin down): 6.3691 / 6.5550 eV
E_HOMO (spin up / spin down): -12.7 / -12.8 eV
M: 225.01 g mol⁻¹


(4)
CH2CsO4 | the ωB97M-V functional and the def2-TZVPD basis

XYZ file:
```
8
Properties=species:S:1:pos:R:3:forces:R:3:lowdin_charge:R:1
Cs -1.8632 0.2341 0.0704 -0.18 -0.05 -0.01 1.01
O 2.3434 -0.0232 0.4618 -0.39 -0.15 -0.25 0.16
O -5.0431 -0.5730 -0.2581 0.48 0.12 0.05 -0.13
O 4.4093 -1.0044 -0.2055 -0.50 -0.29 -0.54 0.24
O 3.2643 1.0441 -0.1777 -0.43 0.54 -0.35 0.22
C 3.5329 -0.2410 -0.1061 1.27 -0.10 1.13 -0.61
H -5.7433 -0.0330 -0.6388 -0.10 -0.14 0.04 0.05
H -5.4471 -1.4021 0.0179 -0.15 0.08 -0.07 0.05
```
Forces are in eV/Å.

E_tot: -9798.497 eV
Charge: +1
Kohn-Sham gap: 11.2548 eV
E_HOMO: -15.1 eV
M: 210.93 g mol⁻¹


(5)
C4H14N2O | the ωB97M-V functional and the def2-TZVPD basis

XYZ file:
```
21
Properties=species:S:1:pos:R:3:forces:R:3:lowdin_charge:R:1
O -1.6175 -1.3886 1.3873 -1.75 -0.42 1.54 -0.09
N -0.7726 -1.6878 -1.3676 -1.96 1.91 1.66 0.24
N 2.2270 1.6198 1.2746 1.31 2.70 -2.69 0.10
C -1.5771 0.6476 -1.1066 2.43 -0.45 -2.10 0.19
C -0.4161 -0.1548 -1.4358 -4.68 0.05 2.58 -0.11
C 0.9791 0.2494 -0.8537 0.88 1.38 -4.06 -0.16
C 0.4281 0.4690 0.4125 1.43 2.27 2.59 0.09
H -2.2761 -2.1128 1.5942 1.03 0.72 -0.38 0.11
H 3.0764 1.6612 0.6084 -1.91 0.22 0.53 0.13
H 0.4736 -0.2348 1.2075 -0.16 -1.00 0.20 0.11
H -1.5454 -2.1132 -1.9066 0.78 0.62 -1.07 0.20
H -2.6786 0.5977 -1.3318 1.22 -1.27 0.25 0.14
H 0.0668 -2.1891 -1.3845 1.46 -1.55 -0.50 0.14
H 1.8090 -0.4395 -0.8435 -0.28 -0.96 -0.29 0.14
H 2.3412 2.5456 1.7828 -0.80 -1.27 -0.68 0.13
H 1.4203 1.1329 -1.4841 -1.29 -1.22 1.44 0.19
H -1.2211 -1.8320 -0.4112 1.03 0.49 -0.33 0.13
H -1.8387 -0.7827 2.1511 0.51 -0.58 -1.19 0.11
H 2.6121 0.9732 1.8590 0.91 -2.40 2.78 0.02
H -0.0793 1.3531 0.6828 -0.62 0.75 -0.13 0.09
H -1.4110 1.6860 -0.8350 0.47 0.00 -0.17 0.10
```
Forces are in eV/Å.

E_tot: -9381.615 eV
ΔE to the lowest compared entry with this formula, charge and spin: 114.17 kcal/mol
Charge: +2
Kohn-Sham gap: 9.6783 eV
E_HOMO: -18.7 eV
M: 106.17 g mol⁻¹


(6)
C2H12N2O4 | the ωB97M-V functional and the def2-TZVPD basis

XYZ file:
```
20
Properties=species:S:1:pos:R:3:forces:R:3:lowdin_charge:R:1
O 2.6036 -0.9363 -1.5315 0.10 -0.03 0.36 -0.09
O 2.1194 -0.1028 1.0197 0.95 -0.51 0.33 -0.07
O -0.2216 -1.1885 1.8305 0.14 -0.08 1.27 -0.07
O 0.1381 1.6339 0.8485 0.11 -0.25 0.08 -0.01
N -1.1117 -0.4015 -1.9499 -0.16 -0.66 0.20 0.02
N -1.8196 0.9999 -0.1307 0.98 -0.92 0.38 0.05
C -1.0223 1.8551 0.5579 -0.62 0.02 0.33 -0.32
C -1.4065 -0.3654 -0.5317 -0.85 -1.30 -0.61 -0.27
H -1.5087 2.7396 1.0203 -0.12 -0.07 -0.79 0.14
H -0.1565 -0.6235 -2.1820 0.04 0.35 0.00 0.05
H 0.0506 -1.5474 2.6838 -0.21 -0.48 -0.07 0.07
H -2.2771 -1.0467 -0.2385 0.56 1.05 -0.73 0.13
H 1.2381 0.0957 0.6840 0.35 0.78 -0.45 -0.01
H -1.5165 0.3229 -2.5243 0.17 -0.11 0.13 0.06
H -0.6241 -0.9314 0.0160 -0.26 1.51 -0.36 0.09
H -2.5656 1.2948 -0.7387 -0.30 0.61 0.63 0.13
H 2.5780 0.7316 1.1546 -0.39 0.20 0.02 0.07
H 2.8510 -0.3951 -0.7545 -0.30 -0.32 -0.48 0.01
H 0.2976 -0.3746 1.8569 -0.26 0.12 0.00 0.00
H 2.3537 -1.7603 -1.0903 0.07 0.09 -0.24 0.03
```
Forces are in eV/Å.

E_tot: -13438.323 eV
ΔE to the lowest compared entry with this formula, charge and spin: 48.29 kcal/mol
Charge: 0
Kohn-Sham gap: 9.8417 eV
SMILES: NCNC=O.O.O.O
E_HOMO: -9.2 eV
M: 128.13 g mol⁻¹


Q: The highest M belongs to which entry?
A: C38H47N5O2SSeSiTa


Q: What is the formula in the first record?
A: C38H47N5O2SSeSiTa